Formula: C21H19N3O3S
Source: the OMol25 dataset
Level of theory: wB97M-V/def2-TZVPD

Output
Kohn-Sham gap: 8.676 eV
energy relative to the best compared isomer or geometry (same formula, charge and spin): 89.0 kcal/mol

```
! wB97M-V def2-TZVPD RIJCOSX def2/J DEFGRID3
* xyz 0 1
C 2.931 5.883 -4.102
C 2.301 4.805 -3.250
C 2.078 3.519 -4.074
O 3.366 3.011 -4.495
C 1.354 2.523 -3.216
C -0.072 2.531 -3.257
C -0.729 1.690 -2.355
C -0.007 0.841 -1.564
C 1.368 0.834 -1.683
N 2.175 0.067 -0.952
S 2.223 0.391 0.676
O 1.822 1.803 0.906
O 3.555 0.055 1.136
C 0.957 -0.716 1.390
C -0.160 -0.191 2.101
C -1.185 -1.050 2.558
C -1.037 -2.407 2.512
C -2.097 -3.297 3.058
C -3.417 -2.996 2.745
C -4.465 -3.809 3.214
C -4.194 -4.985 3.936
C -5.261 -5.824 4.338
N -6.107 -6.531 4.722
C -2.853 -5.314 4.233
C -1.841 -4.419 3.844
C 0.096 -2.951 1.942
C 1.100 -2.108 1.353
N 2.078 1.633 -2.512
H 3.835 5.527 -4.577
H 3.176 6.740 -3.512
H 2.169 6.223 -4.852
H 2.938 4.587 -2.402
H 1.342 5.161 -2.879
H 1.450 3.722 -4.965
H 3.740 2.522 -3.746
H -0.536 3.279 -3.939
H -1.836 1.754 -2.322
H -0.466 0.156 -0.849
H 3.095 0.209 -1.330
H -0.273 0.892 2.227
H -2.083 -0.599 3.029
H -3.681 -2.120 2.104
H -5.495 -3.541 2.971
H -2.693 -6.204 4.887
H -0.834 -4.682 4.122
H 0.215 -4.027 1.927
H 1.954 -2.589 0.900
*
```

These are the Löwdin partial charges, in e, on atoms 1 to 8: atom 1 (C): -0.1035, atom 2 (C): -0.2057, atom 3 (C): -0.3305, atom 4 (O): -0.0390, atom 5 (C): -0.2162, atom 6 (C): -0.0048, atom 7 (C): -0.0584, atom 8 (C): -0.0223

=====

Formula: C6H8BrNO2Sn
Source: the OMol25 dataset
Level of theory: wB97M-V/def2-TZVPD

Output
Kohn-Sham gap: 3.519 eV

```
! wB97M-V def2-TZVPD RIJCOSX def2/J DEFGRID3
* xyz 2 1
O -0.098 -0.422 2.836
C -0.906 -0.499 2.029
Br -2.016 -2.233 1.775
C -1.209 0.738 1.100
C -0.373 0.761 -0.224
C 1.197 0.844 -0.176
C 1.457 0.570 -1.750
C 0.250 -0.388 -2.152
O 0.072 -0.923 -3.182
N -0.590 -0.519 -0.930
H -1.092 1.648 1.742
H -2.287 0.642 0.790
H -0.645 1.675 -0.809
H 1.692 1.837 -0.044
H 1.759 0.079 0.430
H 2.460 0.156 -1.999
H 1.410 1.612 -2.160
H 0.008 -1.177 -0.401
Sn -1.090 -4.399 3.127
*
```

These are the Löwdin partial charges, in e, on atoms 1 to 8: atom 1 (O): 0.1844, atom 2 (C): -0.5874, atom 3 (Br): 0.6089, atom 4 (C): -0.0538, atom 5 (C): -0.3214, atom 6 (C): -0.1271, atom 7 (C): -0.0508, atom 8 (C): -0.4028

=====

Number 1: molar mass 393.5 g mol⁻¹, electronic energy -43532.19178 eV, highest occupied orbital energy -9.2 eV. Number 2: molar mass 324.8 g mol⁻¹, electronic energy -87789.39046 eV, highest occupied orbital energy -15.4 eV.